C3H6O5 | ωB97M-V/def2-TZVPD

Element x y z (Å)
O: 0.285 1.503 -1.429
C: -0.905 1.473 -1.648
O: -1.722 0.484 -1.320
C: -1.290 -0.710 -0.723
C: -0.685 -0.407 0.632
O: 0.528 -0.601 0.813
O: -1.486 0.320 1.485
H: -1.491 2.281 -2.130
H: -1.977 -1.563 -0.559
H: -0.425 -1.082 -1.304
H: -2.456 0.285 1.265
O: 4.153 -0.942 1.704
H: 4.056 -0.075 2.158
H: 3.415 -0.966 1.054

Atomic forces in eV per Å
O -1.460 -0.075 -0.403
C 2.054 0.609 0.261
O -2.790 -0.608 -0.204
C 2.585 -1.041 0.369
C 3.139 0.959 0.241
O -3.920 0.434 0.542
O -0.084 -0.909 -0.271
H 0.232 -0.338 0.158
H -0.654 1.082 -0.876
H -0.535 -0.045 0.248
H 1.506 -0.070 -0.066
O -0.743 0.848 -0.194
H 0.012 -0.952 -0.549
H 0.658 0.107 0.745

Output
SMILES   O=COCC(=O)O.O
E_LUMO   0.23 eV
ΔE to the lowest compared entry with this formula, charge and spin   35.7 kcal/mol
HOMO-LUMO gap   11.04 eV
Total charge   0
HOMO energy   -0.39742 hartree



C3H6O6 | ωB97M-V/def2-TZVPD

Element x y z (Å)
C: -2.861 -0.089 -0.379
O: -1.449 0.039 -0.557
C: -0.958 1.092 0.142
O: -1.662 1.777 0.865
C: 0.534 1.191 0.000
O: 1.007 -0.083 0.410
O: 2.477 0.078 0.384
H: -3.132 -1.010 -0.892
H: -3.112 -0.140 0.687
H: -3.374 0.777 -0.819
H: 0.808 1.372 -1.049
H: 0.908 1.971 0.659
H: 2.729 -0.840 0.184
O: 4.418 -2.712 -0.162
O: 3.666 -3.423 0.528

Atomic forces in eV per Å
C -0.428 -0.174 -0.094
O 0.249 0.976 0.381
C -1.431 -0.160 0.967
O 1.188 -0.471 -1.093
C 0.136 -0.272 -0.185
O 1.229 0.319 -0.037
O -0.951 -0.409 -0.016
H -0.056 0.113 0.050
H 0.053 -0.048 -0.284
H 0.093 -0.287 0.113
H -0.005 0.089 0.223
H 0.012 0.054 -0.056
H -0.086 0.285 0.025
O -2.016 -1.891 1.843
O 2.013 1.876 -1.837

Output
SMILES   COC(=O)COO.O=O
E_LUMO (alpha / beta)   -1.88 / -1.91 eV
ΔE to the lowest compared entry with this formula, charge and spin   158.1 kcal/mol
HOMO-LUMO gap (alpha / beta)   8.43 / 8.40 eV
Total charge   0
HOMO energy (alpha / beta)   -0.37892 / -0.37893 hartree



C3H6OS | ωB97M-V/def2-TZVPD

Element x y z (Å)
C: -0.476 2.050 -0.751
C: 0.626 1.085 -0.346
C: 0.040 -0.141 0.278
O: -0.626 0.109 1.354
S: 0.284 -1.693 -0.250
H: 0.020 2.971 -1.109
H: -1.099 2.238 0.097
H: -1.074 1.630 -1.541
H: 1.319 1.517 0.390
H: 1.158 0.714 -1.315
H: -0.994 -0.819 1.561

Atomic forces in eV per Å
C 1.105 0.603 -0.170
C 0.723 -1.267 -1.990
C 1.804 -0.942 -1.661
O -1.931 -1.709 1.557
S -0.290 0.673 0.090
H -0.589 -0.288 0.173
H -0.477 0.477 0.454
H -0.235 -0.121 -0.353
H -0.047 0.006 -0.372
H -0.518 0.865 1.983
H 0.455 1.703 0.289

Output
SMILES   CCC(O)=S
E_LUMO   0.50 eV
ΔE to the lowest compared entry with this formula, charge and spin   8.0 kcal/mol
HOMO-LUMO gap   9.41 eV
Total charge   0
HOMO energy   -0.32762 hartree



C3H6OS | ωB97M-V/def2-TZVPD

Element x y z (Å)
C: -0.531 1.290 -0.082
C: -0.798 -0.061 -0.120
C: 0.458 -1.023 -0.121
H: -0.500 1.725 1.299
H: 0.870 1.228 -0.574
H: -1.448 1.828 -0.794
H: 0.116 -1.832 0.612
H: 0.647 -1.618 -1.200
H: 1.988 -0.687 0.992
O: 1.514 -0.289 -0.026
S: -2.317 -0.561 0.014

Atomic forces in eV per Å
C 2.478 5.421 -0.173
C -0.368 -3.711 0.415
C -5.691 -4.007 -3.734
H -0.023 -1.132 -4.574
H -4.443 1.471 1.455
H 3.117 -0.888 2.508
H 1.283 1.033 -0.571
H -1.578 1.166 2.385
H -1.529 2.413 -4.684
O 7.508 -0.624 7.190
S -0.754 -1.142 -0.218

Output
E_LUMO   -0.30 eV
ΔE to the lowest compared entry with this formula, charge and spin   147.5 kcal/mol
HOMO-LUMO gap   7.98 eV
Total charge   0
HOMO energy   -0.30430 hartree



C3H6OS2 | ωB97M-V/def2-TZVPD

Element x y z (Å)
C: 0.914 0.359 -1.751
O: 0.627 0.234 -0.385
C: -0.219 -0.572 0.133
S: -0.959 -1.685 -0.780
C: -0.347 -0.447 1.598
S: -1.766 0.564 2.082
H: 1.491 1.263 -1.816
H: 1.546 -0.502 -2.150
H: -0.026 0.552 -2.373
H: 0.623 -0.062 1.916
H: -0.510 -1.397 2.082
H: -1.374 1.693 1.444

Atomic forces in eV per Å
C -0.512 -0.478 -1.934
O 1.762 2.410 0.735
C -1.255 -2.364 -0.922
S -0.775 -0.717 -0.158
C 0.598 0.541 0.322
S 0.155 0.519 -0.109
H 0.428 0.318 0.024
H -1.172 0.906 0.559
H 1.180 -0.776 0.883
H -0.225 0.279 0.531
H -0.087 -0.348 -0.136
H -0.098 -0.290 0.205

Output
SMILES   COC(=S)CS
E_LUMO   0.48 eV
ΔE to the lowest compared entry with this formula, charge and spin   26.8 kcal/mol
HOMO-LUMO gap   9.16 eV
Total charge   0
HOMO energy   -0.31901 hartree



C3H6OS2 | ωB97M-V/def2-TZVPD

Element x y z (Å)
C: 0.016 -1.102 -1.442
O: 0.055 -0.734 -0.082
C: -0.343 0.637 0.053
C: -0.123 1.102 1.475
S: -0.908 2.434 1.965
S: 1.138 0.360 2.364
H: 0.931 -0.681 -1.961
H: -0.902 -0.888 -2.026
H: 0.172 -2.191 -1.344
H: -1.381 0.830 -0.255
H: 0.348 1.141 -0.678
H: 0.998 -0.908 1.929

Atomic forces in eV per Å
C 1.656 -1.237 -0.193
O -1.512 0.947 -0.082
C 1.077 -0.790 -0.644
C -0.380 0.696 -1.108
S 0.163 -0.051 0.229
S 0.321 -0.306 0.948
H -1.058 -0.234 0.260
H 0.293 0.112 0.643
H -0.221 0.354 -0.759
H 0.210 -0.239 0.123
H -0.613 0.480 0.903
H 0.065 0.269 -0.320

Output
SMILES   COCC(=S)S
E_LUMO   -0.41 eV
ΔE to the lowest compared entry with this formula, charge and spin   38.2 kcal/mol
HOMO-LUMO gap   8.46 eV
Total charge   0
HOMO energy   -0.32578 hartree



What did the sixth record say?
C3H6OS2 | ωB97M-V/def2-TZVPD

Element x y z (Å)
C: 0.016 -1.102 -1.442
O: 0.055 -0.734 -0.082
C: -0.343 0.637 0.053
C: -0.123 1.102 1.475
S: -0.908 2.434 1.965
S: 1.138 0.360 2.364
H: 0.931 -0.681 -1.961
H: -0.902 -0.888 -2.026
H: 0.172 -2.191 -1.344
H: -1.381 0.830 -0.255
H: 0.348 1.141 -0.678
H: 0.998 -0.908 1.929

Atomic forces in eV per Å
C 1.656 -1.237 -0.193
O -1.512 0.947 -0.082
C 1.077 -0.790 -0.644
C -0.380 0.696 -1.108
S 0.163 -0.051 0.229
S 0.321 -0.306 0.948
H -1.058 -0.234 0.260
H 0.293 0.112 0.643
H -0.221 0.354 -0.759
H 0.210 -0.239 0.123
H -0.613 0.480 0.903
H 0.065 0.269 -0.320

Output
SMILES   COCC(=S)S
E_LUMO   -0.41 eV
ΔE to the lowest compared entry with this formula, charge and spin   38.2 kcal/mol
HOMO-LUMO gap   8.46 eV
Total charge   0
HOMO energy   -0.32578 hartree